(1)
DFT (wB97M-V/def2-TZVPD) results for a cluster of 2 separate species, C5H10O4 in total at a distorted geometry.

The geometry in XYZ format:
```
19
Properties=species:S:1:pos:R:3
C 0.0495 -0.5710 1.4579
C 0.6938 0.5892 1.6836
C 0.8230 1.2384 -1.8625
C 0.7232 -1.7744 0.8739
C -1.3509 0.6430 -0.9204
O -0.2967 1.5116 -1.0103
O -1.2013 -0.8087 1.9855
O -1.2843 -0.3741 -1.8055
O -2.3809 0.8825 -0.3096
H -1.6546 0.0427 2.1245
H -2.1325 -0.8384 -1.6626
H 1.7213 0.7264 1.3624
H 0.2133 1.4277 2.1749
H 0.7943 1.9278 -2.7107
H 1.7309 1.4283 -1.2827
H 0.8659 0.2149 -2.2430
H 1.7126 -1.9293 1.3141
H 0.8396 -1.6549 -0.2072
H 0.1338 -2.6817 1.0377
```

## Properties
structure (SMILES) = COC(=O)O.C=C(C)O
lowest unoccupied orbital energy = 0.66 eV
gap between HOMO and LUMO = 9.307 eV
charge = 0

---

(2)
DFT (wB97M-V/def2-TZVPD) results for a structure of composition C5H10O5Pm at a distorted geometry.

The geometry in XYZ format:
```
21
Properties=species:S:1:pos:R:3
C 0.8142 1.1110 1.3625
C 2.0279 0.6979 0.5570
O 1.8982 -0.6969 0.2433
C 2.8585 -1.2672 -0.4375
O 3.8787 -0.6245 -0.8330
O 2.7630 -2.5049 -0.6989
O 1.0425 2.4274 1.7889
Pm 4.9672 -2.7845 -1.9925
H 0.6863 0.4234 2.2161
H 2.9430 0.8526 1.1429
H 2.0964 1.2755 -0.3733
H 0.3387 2.7076 2.4045
H -0.1225 1.0313 0.7420
C -2.9250 0.7588 -0.7899
C -3.5288 -0.5756 -0.5766
O -2.7060 -1.5728 -1.1722
H -3.3178 1.6134 -0.2398
H -2.3843 0.9549 -1.7171
H -4.5399 -0.6213 -1.0293
H -3.6592 -0.7739 0.5019
H -3.1312 -2.4321 -1.0989
```

## Properties
2S+1 = 6
lowest unoccupied orbital energy (spin up / spin down) = -10.19 / -10.19 eV
expectation value of S² = 8.755
gap between HOMO and LUMO (spin up / spin down) = 4.453 / 5.238 eV
charge = +2

---

(3)
DFT (wB97M-V/def2-TZVPD) results for an isolated molecule of C5H10S at a distorted geometry.

The geometry in XYZ format:
```
16
Properties=species:S:1:pos:R:3
C 2.0349 -0.1182 0.6696
C -0.4502 0.0835 -0.0936
C -0.6946 1.6234 0.1614
C -1.8930 -0.4646 -0.4945
C -1.3021 -0.8746 0.8720
H 3.0663 -0.2210 0.1045
H 1.9915 -1.0270 1.4684
H 2.0142 0.6673 1.4531
H -0.7737 2.3055 -0.6986
H -1.6081 1.6557 0.9155
H 0.3974 1.8046 0.6737
H -2.7376 0.3448 -0.5037
H -2.1286 -1.4708 -1.1067
H -0.8848 -1.9123 0.7222
H -1.8911 -0.4409 1.7877
S 1.0240 -0.2002 -0.7191
```

## Properties
structure (SMILES) = CSC1(C)CC1
lowest unoccupied orbital energy = 0.94 eV
gap between HOMO and LUMO = 9.320 eV
charge = 0

---

(4)
DFT (wB97M-V/def2-TZVPD) results for a structure of composition C5H10S at a distorted geometry.

The geometry in XYZ format:
```
16
Properties=species:S:1:pos:R:3
C -2.6013 0.2334 -0.0835
C -1.0568 -0.2439 -0.6378
C -0.2053 -0.9765 0.4851
C 2.0738 0.0065 0.1143
C 3.2418 0.7437 -0.1906
H -2.4862 0.5289 0.9466
H -3.3441 -0.6296 -0.0858
H -3.1461 0.9535 -0.8398
H -0.6755 0.8815 -0.6550
H -1.2021 -0.6437 -1.8100
H 0.3595 -0.1209 1.4067
H -1.0201 -1.7765 1.3186
H 1.4459 0.4449 0.9510
H 3.7244 0.6283 -1.2308
H 3.4736 1.4274 0.6121
S 1.4185 -1.4573 -0.3011
```

## Properties
lowest unoccupied orbital energy = 0.92 eV
gap between HOMO and LUMO = 8.985 eV
charge = 0